36
Properties=species:S:1:pos:R:3 method="wB97M-V/def2-TZVPD" energy_ev=-22451.46924 spin_multiplicity=1 homo_energy_ev=-7.61 e_above_lowest_kj_mol=195.10 smiles="Cc1cccc2c1C(=O)C1=C3CCCN3CC[C@H]1O2" lumo_energy_ev=0.66 orbital_gap_ha=0.3037
C -1.043 -1.871 3.495
C 0.027 -2.155 2.451
C 1.060 -2.883 2.937
C 2.072 -3.253 2.064
C 2.078 -2.928 0.714
C 1.105 -2.057 0.258
C 0.087 -1.685 1.160
C -0.863 -0.629 0.578
O -1.851 -0.279 1.262
C -0.507 0.061 -0.623
C -0.594 1.457 -0.731
C -0.856 2.485 0.391
C -1.026 3.734 -0.522
C -0.376 3.390 -1.844
N -0.440 1.963 -1.947
C -0.170 1.174 -3.122
C 0.779 0.001 -2.793
C 0.165 -0.787 -1.668
O 1.200 -1.625 -1.051
H -0.820 -2.358 4.510
H -1.910 -2.273 3.117
H -1.120 -0.756 3.623
H 1.021 -3.119 4.007
H 2.924 -3.914 2.490
H 2.870 -3.300 0.095
H -0.113 2.524 1.133
H -1.892 2.257 0.761
H -2.085 3.939 -0.589
H -0.703 4.575 0.046
H 0.638 3.793 -2.086
H -1.103 3.741 -2.626
H -1.090 0.720 -3.470
H 0.342 1.754 -3.860
H 1.030 -0.614 -3.674
H 1.744 0.464 -2.419
H -0.579 -1.546 -2.065


41
Properties=species:S:1:pos:R:3 method="wB97M-V/def2-TZVPD" energy_ev=-32688.50001 spin_multiplicity=1 homo_energy_ev=-8.72 e_above_lowest_kj_mol=299.82 smiles="C[C@H](C(=O)O)N1Cc2c(cc3c(c2O)C[C@H]([C@@H](C)C(=O)O)O3)C1=O" lumo_energy_ev=0.23 orbital_gap_ha=0.3289
C -5.949 -1.009 1.423
C -4.658 -1.144 2.243
C -4.523 -0.377 3.572
O -5.503 0.139 3.961
O -3.375 -0.075 4.237
N -3.481 -1.078 1.320
C -2.576 -2.211 1.103
C -1.463 -1.580 0.340
C -1.547 -0.228 0.444
C -0.607 0.649 -0.107
C 0.413 0.067 -0.871
C 0.621 -1.339 -0.791
C -0.381 -2.181 -0.319
O -0.433 -3.555 -0.509
C 1.874 -1.747 -1.375
C 2.316 -0.357 -1.963
C 3.876 0.006 -2.217
C 4.568 0.543 -0.833
C 4.564 -1.220 -2.853
O 5.662 -1.659 -2.357
O 4.019 -1.682 -3.998
O 1.478 0.733 -1.483
C -2.797 0.062 0.940
O -3.365 1.122 0.869
H -6.806 -0.919 2.024
H -6.004 -0.041 0.944
H -6.145 -1.902 0.771
H -4.635 -2.103 2.657
H -3.590 0.352 5.113
H -3.123 -3.108 0.632
H -2.164 -2.493 2.095
H -0.689 1.864 -0.178
H 0.453 -3.786 -0.837
H 1.732 -2.424 -2.202
H 2.733 -2.168 -0.663
H 1.988 -0.378 -2.945
H 3.947 0.871 -2.891
H 3.872 1.287 -0.301
H 5.579 0.977 -1.096
H 4.768 -0.171 -0.045
H 4.595 -2.295 -4.436


46
Properties=species:S:1:pos:R:3 method="wB97M-V/def2-TZVPD" energy_ev=-114426.29444 charge=-1 spin_multiplicity=1 homo_energy_ev=-5.40 e_above_lowest_kj_mol=156.96 lumo_energy_ev=2.32 orbital_gap_ha=0.2838
Ir 0.727 -0.286 1.073
O -1.301 3.321 0.118
As -0.273 2.565 1.355
O -0.485 3.425 2.711
O -0.812 0.948 1.235
C 1.486 2.678 0.458
C 1.523 3.470 -0.683
C 2.669 3.554 -1.464
C 3.799 2.832 -1.123
C 3.787 2.039 0.014
C 2.649 1.967 0.798
S 2.762 0.932 2.252
O 2.967 -0.467 1.789
O 3.755 1.454 3.132
O 1.347 0.958 2.754
H -1.765 4.026 0.588
H 0.630 4.005 -0.974
H 2.666 4.177 -2.349
H 4.687 2.880 -1.740
H 4.661 1.465 0.295
N 1.971 -7.441 0.253
C 1.691 -6.328 0.337
C 1.342 -4.940 0.442
C 1.754 -4.039 -0.537
C 1.436 -2.696 -0.423
C 0.722 -2.231 0.681
C 0.289 -3.146 1.642
C 0.592 -4.490 1.530
H 2.326 -4.398 -1.384
H 1.725 -1.994 -1.193
H -0.296 -2.795 2.485
H 0.263 -5.195 2.281
F 0.366 -0.188 -0.865
C -2.544 1.126 -2.264
Sb -2.891 -0.283 -0.683
C -4.563 -1.235 -1.701
C -4.241 0.967 0.444
H -3.488 1.569 -2.583
H -2.079 0.613 -3.106
H -1.871 1.903 -1.909
H -5.237 -0.501 -2.148
H -5.125 -1.835 -0.984
H -4.198 -1.901 -2.484
H -4.817 1.613 -0.219
H -3.679 1.575 1.151
H -4.926 0.326 1.001


43
Properties=species:S:1:pos:R:3 method="wB97M-V/def2-TZVPD" energy_ev=-51727.49385 charge=+2 spin_multiplicity=1 homo_energy_ev=-14.10 e_above_lowest_kj_mol=229.05 lumo_energy_ev=-7.97 orbital_gap_ha=0.2252
Au -0.977 1.289 0.654
N -3.982 1.155 -2.598
C -3.079 0.949 -1.641
S -2.852 2.239 -0.471
N -2.490 -0.200 -1.580
N -1.465 -0.324 -0.745
C -0.677 -1.348 -0.781
C -0.758 -2.382 -1.832
C -1.946 -3.084 -2.032
C -1.983 -4.115 -2.955
C -0.864 -4.404 -3.725
C 0.308 -3.678 -3.556
C 0.365 -2.670 -2.608
C 0.322 -1.435 0.288
C 1.126 -2.549 0.459
C 2.036 -2.579 1.505
C 2.081 -1.517 2.392
C 1.227 -0.451 2.182
N 0.388 -0.398 1.144
H -4.527 2.000 -2.623
H -4.171 0.432 -3.274
H -2.820 -2.854 -1.438
H -2.886 -4.697 -3.079
H -0.910 -5.188 -4.468
H 1.173 -3.897 -4.166
H 1.272 -2.089 -2.486
H 1.033 -3.384 -0.219
H 2.698 -3.426 1.629
H 2.765 -1.506 3.228
H 1.207 0.383 2.862
N -1.818 3.870 1.609
C -0.846 3.118 1.630
H -1.836 4.766 2.089
C 2.380 3.909 3.841
S 1.764 2.955 2.472
C 2.609 3.716 1.098
O 0.317 3.605 2.376
H 2.438 4.962 3.575
H 3.363 3.515 4.102
H 1.696 3.760 4.675
H 3.662 3.435 1.143
H 2.490 4.797 1.142
H 2.170 3.320 0.184